Entry 1:
A molecular structure, C23H45CdCl3N2O6PSi in a non-equilibrium geometry. Source: the OMol25 dataset; level of theory: ωB97M-V/def2-TZVPD.

Its total charge is -1. The value obtained for the HOMO-LUMO gap is 7.77 eV. Its HOMO energy is -5.21 eV.

```
82
Properties=species:S:1:pos:R:3:forces:R:3:lowdin_charge:R:1
C 6.115167 -0.218871 -0.919784 0.5 -0.9 0.3 -0.046
C 5.032796 0.282831 -0.020110 -0.3 0.3 0.8 -0.231
H 6.967683 -0.471572 -0.272535 0.1 0.0 -0.3 0.075
H 6.486449 0.393379 -1.752140 -0.3 0.3 0.5 0.083
H 5.790001 -1.150000 -1.383102 0.0 -0.1 0.0 0.072
C 5.163773 1.299285 0.827510 0.9 -1.6 0.4 -0.125
C 6.485870 1.771394 1.282618 0.7 0.7 0.3 -0.106
H 4.358958 1.522583 1.480841 -0.6 0.2 0.3 0.067
H 6.881567 2.496642 0.576276 0.5 0.2 0.0 0.069
H 7.208931 0.937953 1.400330 -0.3 0.5 -0.2 0.076
H 6.378112 2.263869 2.265773 0.2 -0.1 -0.4 0.073
Cd -1.898389 -0.842711 -0.973427 0.3 0.2 -1.0 0.842
Cl -1.195409 -3.205577 -1.638010 -0.1 -0.1 0.0 -0.309
Cl -2.326376 1.172817 -2.508861 -0.3 -0.2 0.0 -0.350
H -6.081509 -0.595552 -2.919402 0.3 -0.2 -0.4 0.097
H -5.705445 -3.711565 -4.419454 0.4 0.3 -0.2 0.088
C -5.291213 -0.810019 -3.664364 0.2 0.6 0.2 -0.058
C -4.757097 -3.139167 -4.497655 -0.5 -0.1 0.3 -0.049
N -4.702130 -2.110759 -3.465959 0.0 -0.9 0.9 -0.192
H -4.461962 -0.104084 -3.498745 -0.5 0.3 -0.3 0.017
C -4.144357 -2.387277 -2.270555 0.2 1.0 -0.1 -0.388
O -4.044720 -1.529779 -1.358054 -0.9 -1.3 -1.0 -0.204
H -3.933465 -3.832633 -4.284204 -0.1 0.2 -0.5 0.087
H -3.710164 -3.396467 -2.182846 -0.1 0.3 0.1 0.065
H -5.700349 -0.767878 -4.677307 0.1 0.2 0.2 0.083
H -4.701947 -2.676841 -5.506071 0.2 -0.4 0.7 0.095
H 2.325934 3.520815 -0.824697 -0.6 0.3 0.7 0.059
H 3.500406 3.789089 1.238150 -0.3 0.1 0.4 0.085
C 1.448406 4.044382 -0.413719 0.5 -0.3 0.5 -0.067
C 2.610974 4.208581 1.741592 -0.5 -0.4 -0.1 -0.063
N 1.431931 3.772275 1.006031 -0.9 0.9 0.7 -0.197
H 0.515974 3.651263 -0.811217 0.2 0.1 -0.3 0.087
C 0.211291 3.573301 1.627394 0.5 0.2 -0.7 -0.314
O -0.844902 3.397849 1.039461 0.8 0.4 0.8 0.007
H 2.510733 3.809200 2.759785 0.4 0.2 -0.2 0.078
H 0.303944 3.601741 2.743633 -0.1 -0.2 -0.4 0.132
H 1.585375 5.113825 -0.656359 -0.3 -0.2 0.3 0.105
H 2.702520 5.310101 1.760543 0.0 -0.3 0.0 0.088
O 3.182306 0.581322 -1.106929 -1.3 -0.5 1.1 -0.247
C 3.664153 -0.366320 -0.141069 -0.1 0.8 -1.2 -0.264
C 2.334362 0.713352 1.690459 0.2 -0.5 0.2 -0.105
C 2.848603 -0.458072 1.129119 0.1 -0.1 0.6 -0.226
H 2.318012 1.526666 0.961632 -0.2 0.2 0.8 0.092
C 1.926180 0.736535 3.033693 0.1 -0.2 -0.9 -0.087
H 3.823196 -1.387258 -0.516677 -0.4 0.1 -0.4 0.148
C 2.738189 -1.652532 1.849715 -0.3 -0.2 -0.3 -0.033
H 1.638839 1.690316 3.473769 0.0 -0.3 0.0 0.077
C 1.900984 -0.456953 3.769468 0.7 0.4 0.1 -0.105
C 2.275069 -1.650761 3.163961 -0.2 0.2 -0.1 -0.097
H 2.884833 -2.631923 1.377709 0.4 0.5 0.0 0.116
H 1.742377 -0.456680 4.846832 -0.4 0.1 -0.2 0.096
H 2.206337 -2.584285 3.721562 0.0 0.2 -0.1 0.096
Si 2.391455 0.695214 -2.551623 -0.1 -1.7 -1.6 0.355
Cl 0.346560 -0.071530 -0.577846 1.0 0.5 0.3 0.032
C 1.732977 2.417361 -2.843403 0.1 1.0 -0.4 -0.174
C 1.229143 -0.642155 -3.399029 0.1 -0.1 0.3 -0.245
C 3.991800 0.399826 -3.505632 0.3 0.1 -1.0 -0.187
H 0.656137 2.502698 -2.660918 0.1 -0.3 0.1 0.014
H 1.886017 2.759979 -3.884493 0.0 -0.6 0.1 0.043
H 2.213022 3.218966 -2.252536 -0.1 -1.0 -1.0 -0.009
H 4.823751 1.038438 -3.176725 -0.3 0.0 -0.1 0.014
H 3.836065 0.541661 -4.589144 0.2 -0.1 0.2 0.022
H 4.325283 -0.646565 -3.340211 -0.3 0.4 -0.1 0.033
H 1.089511 -1.503359 -2.743832 0.1 0.0 0.2 -0.047
H 1.504921 -1.097772 -4.364403 0.6 0.6 0.1 0.019
H 0.204890 -0.297021 -3.548760 0.0 0.4 0.2 -0.026
C -2.330938 -2.862272 1.780515 0.4 0.1 -0.2 -0.147
O -2.235031 -1.555938 2.393365 -0.2 0.5 0.0 -0.331
P -2.145800 -0.218096 1.474950 -0.7 -0.1 0.1 0.691
O -3.628079 0.453556 1.730546 0.8 0.7 0.0 -0.359
C -3.866520 1.716491 0.965855 0.4 -0.5 0.2 -0.097
O -1.066384 0.705660 2.243307 -0.9 -0.3 0.1 -0.360
C -1.371055 1.260008 3.530995 -0.3 -0.3 0.3 -0.117
H -1.390915 -3.176162 1.320991 0.1 0.3 0.2 0.046
H -3.072895 -2.942413 0.984451 -0.2 0.3 0.2 0.054
H -2.565983 -3.538074 2.590752 -0.2 -0.1 0.1 0.075
H -3.028251 2.436541 1.133701 -0.7 -0.5 -0.1 0.065
H -3.929862 1.491752 -0.115744 0.1 0.1 0.5 0.029
H -4.831160 2.097718 1.338802 0.5 -0.1 -0.1 0.080
H -2.098495 0.615188 4.071456 0.4 0.5 -0.3 0.093
H -0.432549 1.290256 4.098662 -0.3 -0.1 -0.2 0.064
H -1.760027 2.285692 3.419453 0.0 -0.4 0.0 0.084
```
Positions in Å, forces in eV/Å.



Entry 2:
A molecular structure, C23H45ClGaO15 in a non-equilibrium geometry. Source: the OMol25 dataset; level of theory: ωB97M-V/def2-TZVPD.

Its total charge is -1. The value obtained for the HOMO-LUMO gap is 6.83 eV. Its HOMO energy is -5.12 eV.

```
85
Properties=species:S:1:pos:R:3:forces:R:3:lowdin_charge:R:1
C -5.621661 3.524773 -3.313078 1.0 -0.9 0.8 -0.070
C -4.781380 2.872048 -2.710246 -0.3 0.9 0.0 -0.251
Ga -3.519362 2.098201 -1.307058 -0.5 -0.5 -0.3 0.022
Cl -1.427149 2.997018 -1.512954 -0.2 0.1 0.0 -0.048
C -4.261052 2.343189 0.548918 0.5 0.3 0.0 -0.305
C -3.227900 2.049114 1.655248 -0.6 -0.5 -0.1 -0.321
C -3.507707 2.810908 2.948200 -0.4 0.2 -0.5 -0.228
C -3.072580 4.282879 2.948613 0.6 -0.4 0.2 -0.217
C -1.774076 4.602100 2.185356 -0.2 1.2 0.8 -0.241
C -0.961927 5.716871 2.899879 0.0 -0.5 -0.4 -0.108
H -6.383877 4.084888 -3.766141 -0.4 0.3 -0.4 -0.032
H -3.372156 0.535456 -1.663528 0.2 0.1 0.0 -0.072
H -4.697580 3.327077 0.730657 0.0 0.2 -0.2 0.041
H -5.075718 1.632635 0.665432 -0.3 -0.1 -0.1 0.036
H -2.212063 2.175019 1.297011 0.2 0.2 0.1 0.051
H -3.327782 0.990680 1.891380 0.2 -0.3 0.0 0.095
H -4.590921 2.800487 3.066176 -0.2 -0.1 0.2 0.098
H -3.124600 2.272150 3.809773 0.4 0.0 0.2 0.094
H -3.857301 4.927804 2.571151 -0.3 0.1 -0.2 0.101
H -2.932122 4.585360 3.984117 0.0 0.0 0.3 0.087
H -2.034147 5.006889 1.218319 0.0 -0.4 -0.5 0.094
H -1.142565 3.737511 2.055580 0.1 -0.3 -0.1 0.090
H -1.540528 6.218669 3.668283 -0.1 0.0 0.2 0.054
H -0.067823 5.285393 3.339289 0.1 0.1 0.3 0.057
H -0.644521 6.482816 2.201878 0.2 0.1 -0.2 0.058
C -2.207667 -3.129270 -6.403732 0.0 -0.2 0.0 -0.056
O -3.037964 -1.972021 -6.397203 0.0 -0.1 0.0 -0.008
C -2.478573 -0.904563 -5.805733 -0.1 0.2 0.0 -0.626
O -1.376646 -0.877232 -5.326170 0.1 -0.1 0.0 0.124
O -3.344970 0.095386 -5.863446 0.0 0.0 0.0 0.007
C -2.903619 1.316165 -5.244571 0.1 0.3 0.1 -0.030
H -2.766389 -3.918400 -6.900556 -0.1 0.1 0.0 0.085
H -1.287055 -2.941702 -6.955299 0.1 0.0 0.1 0.093
H -1.977030 -3.444854 -5.387756 0.1 0.1 0.0 0.097
H -2.001425 1.685318 -5.731027 0.1 -0.1 0.0 0.096
H -2.730390 1.172069 -4.181138 0.1 -0.1 0.0 0.057
H -3.699636 2.042455 -5.370482 -0.1 -0.2 0.0 0.079
C 4.103218 6.789483 5.829383 0.0 0.0 0.3 -0.041
O 4.817278 6.381105 4.661646 0.1 0.0 0.0 0.001
C 4.088533 6.407385 3.543634 0.1 -0.1 0.0 -0.627
O 2.936521 6.735879 3.460569 -0.1 0.1 0.0 0.126
O 4.859288 6.001610 2.535142 0.1 0.0 0.0 0.001
C 4.190599 5.969563 1.270730 0.0 -0.1 -0.3 -0.036
H 4.796404 6.725641 6.663802 0.1 0.0 -0.1 0.088
H 3.759036 7.817339 5.730355 -0.1 0.0 -0.1 0.097
H 3.259212 6.127777 6.015228 -0.1 0.1 -0.1 0.098
H 3.846389 6.964063 0.993390 -0.1 0.0 0.1 0.097
H 3.352480 5.276193 1.295631 -0.1 0.1 0.0 0.102
H 4.919481 5.625324 0.542615 0.1 0.0 0.1 0.091
C -0.384278 -8.554350 -6.974285 0.2 0.0 -0.1 -0.031
O -1.511154 -9.169422 -6.344325 0.0 -0.1 0.0 -0.015
C -2.454332 -8.312588 -5.949081 0.0 -0.1 0.0 -0.623
O -2.425117 -7.119947 -6.082435 0.0 0.1 0.0 0.130
O -3.435272 -9.012322 -5.378430 0.0 -0.1 0.0 0.001
C -4.518513 -8.210617 -4.899925 -0.2 0.0 0.1 -0.037
H 0.299583 -9.356565 -7.238467 -0.1 -0.1 0.1 0.090
H -0.689464 -8.027377 -7.876440 0.0 0.1 0.1 0.098
H 0.113221 -7.871576 -6.288658 -0.1 0.1 0.0 0.102
H -4.985803 -7.668083 -5.719401 0.1 0.1 0.0 0.098
H -4.174173 -7.514996 -4.137370 0.0 0.1 -0.1 0.100
H -5.241132 -8.893903 -4.462964 0.1 -0.1 0.0 0.092
C 7.076855 9.970419 9.602710 0.1 0.2 -0.1 -0.040
O 6.667769 9.440942 10.864861 0.0 0.0 0.0 0.004
C 5.755253 8.473563 10.778922 0.0 0.0 0.1 -0.626
O 5.279913 8.041196 9.763121 0.0 0.0 -0.1 0.122
O 5.461200 8.069063 12.013800 0.0 0.0 0.0 0.005
C 4.486431 7.025889 12.069542 -0.1 -0.2 0.1 -0.040
H 7.813274 10.740706 9.813120 0.0 0.0 0.1 0.092
H 7.532557 9.194941 8.989885 -0.1 0.0 0.0 0.098
H 6.231688 10.414054 9.079797 0.0 -0.1 0.0 0.098
H 4.843356 6.138271 11.550706 0.0 0.0 -0.1 0.098
H 3.543030 7.357962 11.640457 0.0 0.0 -0.1 0.098
H 4.340637 6.793106 13.120452 0.1 0.1 0.0 0.092
C 3.619930 -13.648995 -4.308737 0.2 -0.1 0.1 -0.044
O 2.221818 -13.913758 -4.421833 0.0 0.0 0.0 0.003
C 1.531385 -12.945932 -5.027199 -0.1 -0.1 0.0 -0.626
O 1.989667 -11.922405 -5.462476 0.0 0.0 0.0 0.121
O 0.252935 -13.310690 -5.067116 0.0 0.0 0.0 0.008
C -0.606262 -12.350768 -5.689364 -0.3 0.1 -0.1 -0.036
H 4.058357 -14.504944 -3.803389 -0.1 -0.1 0.0 0.092
H 4.072165 -13.542075 -5.293110 0.0 0.1 0.0 0.096
H 3.795126 -12.753079 -3.716018 0.0 0.1 -0.1 0.098
H -0.314078 -12.190232 -6.725614 0.1 0.1 0.0 0.097
H -0.593452 -11.409855 -5.144664 0.1 0.0 -0.1 0.090
H -1.611697 -12.760282 -5.663342 0.1 -0.1 0.1 0.097
```
Positions in Å, forces in eV/Å.



Entry 3:
5 unconnected molecules or ions with the total composition C23H45F3N7O5 in a non-equilibrium geometry. Source: the OMol25 dataset; level of theory: ωB97M-V/def2-TZVPD.

Its total charge is -1. The value obtained for the HOMO-LUMO gap is 4.24 eV. Its HOMO energy is -2.02 eV.

```
83
Properties=species:S:1:pos:R:3:forces:R:3:lowdin_charge:R:1
C -0.754362 2.170757 4.330739 -0.2 -0.2 -0.1 0.052
C -0.257333 1.787155 3.302399 -0.2 0.1 -0.1 -0.157
C 0.310277 1.316193 2.027978 0.2 -0.3 0.5 -0.243
C 0.344417 -0.223739 1.926079 0.8 0.4 -1.9 -0.281
C -0.924473 -0.773002 1.245779 0.0 0.0 1.5 -0.200
C -2.017505 -1.236861 2.261049 0.3 0.3 0.0 -0.203
C -3.215041 -0.283606 2.402499 -0.1 -0.5 0.0 -0.193
C -3.949156 -0.010552 1.077857 -0.5 -0.1 0.2 -0.199
N -4.414528 1.385329 0.917019 -0.3 0.1 -0.2 -0.005
C -3.593876 2.210943 0.135984 0.4 0.5 -0.2 -0.579
N -2.935831 3.158475 0.674505 -0.1 -0.1 0.0 0.125
N -3.626967 1.969029 -1.254327 -0.1 -0.6 0.5 0.120
C 1.569195 -0.685199 1.217022 -1.3 -0.1 3.0 -0.137
O 1.534741 -0.772572 -0.354114 0.5 0.6 -1.1 0.018
C 1.563949 0.332763 -1.039808 0.1 -1.0 -0.1 -0.733
F 0.340218 0.846540 -1.345373 -0.1 0.2 0.0 0.103
F 2.149057 0.112715 -2.273751 0.0 0.1 0.1 0.069
F 2.268422 1.346229 -0.488419 0.0 0.2 0.0 0.119
H -1.345641 2.394573 5.184712 0.2 0.1 0.1 -0.007
H 1.338712 1.695811 1.994679 0.0 0.0 0.0 0.098
H -0.245296 1.812311 1.212526 -0.1 0.1 0.0 0.089
H -0.671588 -1.631343 0.622436 0.0 0.1 -0.2 0.100
H -1.364631 0.035580 0.643219 0.1 -0.2 -0.4 0.076
H -1.505005 -1.273580 3.223692 -0.1 -0.1 0.1 0.093
H -2.358651 -2.260327 2.060697 -0.1 0.1 -0.2 0.093
H -3.938976 -0.762683 3.073640 0.0 0.2 0.1 0.095
H -2.880477 0.628114 2.901983 0.0 0.2 -0.3 0.092
H -3.329213 -0.286423 0.227698 0.0 0.2 0.0 0.101
H -4.836010 -0.650208 1.036351 0.1 -0.1 -0.1 0.103
H -4.550466 1.825571 1.817295 0.3 0.0 0.1 0.109
H -2.460603 3.692484 -0.050763 -0.1 0.1 0.0 0.038
H -2.727655 1.685253 -1.621083 0.0 0.2 0.0 0.081
H -4.342789 1.283196 -1.478273 0.0 0.1 -0.2 0.041
H 1.753984 -1.722568 1.483199 0.0 -0.2 -0.8 0.074
H 2.447479 -0.125830 1.535644 0.0 0.2 -0.4 0.066
C 3.805197 2.766678 -5.449801 0.1 0.0 -0.1 -0.012
C 2.725542 2.765820 -6.507052 0.0 0.0 -0.1 -0.561
O 2.958765 3.064138 -7.670654 0.0 0.0 0.0 0.010
N 1.476364 2.417259 -6.113776 0.1 0.0 0.1 0.005
C 1.026002 2.035603 -4.783937 -0.2 0.0 -0.3 -0.070
H 4.739917 3.063431 -5.916010 0.0 0.0 -0.1 0.077
H 3.566323 3.472559 -4.653959 0.0 -0.1 0.1 0.085
H 3.923582 1.772809 -5.017151 0.0 0.0 0.1 0.085
H 0.800627 2.433947 -6.860722 0.0 0.0 0.0 0.135
H 0.609218 1.028852 -4.808971 0.0 0.0 0.1 0.087
H 0.251107 2.724009 -4.443807 0.0 0.0 0.1 0.086
H 1.843686 2.050958 -4.073306 0.0 0.0 0.0 0.061
C 5.501456 -0.078736 1.598812 0.0 0.0 0.0 0.000
C 5.261276 -0.727654 2.943880 -0.1 0.0 -0.1 -0.543
O 4.161560 -0.777128 3.451516 0.2 0.0 0.1 0.060
N 6.349109 -1.271019 3.579946 0.1 0.0 -0.1 -0.005
C 7.724297 -1.307836 3.130042 -0.2 -0.1 0.3 -0.096
H 4.554030 0.297761 1.225478 0.0 0.0 0.0 0.068
H 6.201622 0.753518 1.690364 0.0 0.0 -0.1 0.083
H 5.896219 -0.803185 0.884409 0.1 0.0 0.0 0.084
H 6.124401 -1.685142 4.470227 0.0 0.0 0.0 0.131
H 8.068793 -2.341318 3.041532 0.1 0.0 -0.1 0.075
H 8.371549 -0.790532 3.842412 0.1 0.0 -0.1 0.077
H 7.821882 -0.827208 2.162457 0.0 0.0 0.0 0.067
C 2.289108 -5.145661 -0.364258 0.0 0.0 0.0 -0.010
C 2.472497 -4.649249 1.052084 0.0 0.2 0.0 -0.545
O 1.602304 -4.049647 1.645286 -0.1 -0.2 0.0 0.052
N 3.679755 -4.885675 1.651952 0.0 -0.1 -0.1 0.006
C 4.833927 -5.567288 1.108832 -0.1 0.2 0.3 -0.093
H 1.291363 -4.870525 -0.691171 0.0 0.0 0.1 0.084
H 3.016849 -4.683729 -1.032932 0.0 -0.1 0.0 0.083
H 2.393348 -6.231366 -0.412454 0.1 0.0 -0.1 0.077
H 3.735977 -4.514668 2.587740 0.0 0.1 0.0 0.138
H 5.088656 -6.433929 1.724230 0.1 0.0 -0.1 0.076
H 5.696031 -4.895764 1.087955 0.0 -0.1 -0.1 0.075
H 4.636980 -5.907313 0.097413 0.0 0.0 0.0 0.067
C -8.626900 1.442696 -2.463889 0.1 0.0 -0.1 -0.013
C -7.370095 1.383175 -1.626278 0.1 0.2 0.5 -0.542
O -6.344040 0.856439 -2.021301 0.0 -0.3 -0.5 0.021
N -7.397364 1.937551 -0.389365 -0.2 0.0 -0.1 0.019
C -8.494063 2.613231 0.270296 0.3 -0.1 0.0 -0.081
H -8.428411 0.955210 -3.413500 0.1 0.0 0.0 0.079
H -9.447979 0.925391 -1.965892 0.0 0.1 0.0 0.080
H -8.916506 2.477288 -2.651894 -0.1 0.0 0.0 0.081
H -6.516462 1.842129 0.108640 0.1 0.0 0.0 0.107
H -8.208013 3.636940 0.519308 -0.1 0.0 0.0 0.082
H -8.752787 2.093855 1.195262 -0.1 0.0 0.0 0.081
H -9.371099 2.642838 -0.368755 0.0 0.0 0.0 0.066
```
Positions in Å, forces in eV/Å.